The following is a quantum chemistry calculation of a single C4H9N molecule, from OMol25.

Geometry as XYZ:
```
14
Properties=species:S:1:pos:R:3
C 1.977 -0.294 -0.384
C 0.555 -0.103 -0.866
C -0.426 0.037 0.050
C -1.890 0.038 -0.367
N -0.222 0.206 1.426
H 2.459 0.673 -0.259
H 1.994 -0.904 0.518
H 2.549 -0.889 -1.102
H 0.189 0.037 -1.873
H -2.074 -0.851 -0.972
H -2.354 0.949 -0.727
H -2.438 -0.308 0.523
H 0.706 0.510 1.666
H -0.773 0.964 1.808
```

Multiplicity ... 1
LUMO level ... 1.08 eV
HOMO level ... -7.94 eV

Results of the Mulliken charge analysis, in e, for atoms 1 through 8:
1 C -1.328
2 C -0.090
3 C 0.455
4 C -1.364
5 N -0.587
6 H 0.297
7 H 0.362
8 H 0.352